(1)
This record from OMol25 describes 3 unconnected molecules or ions with the total composition C21H33FN2O6P at a distorted geometry. The level of theory is the ωB97M-V functional and the def2-TZVPD basis.

Output
HOMO energy   -0.42078 Ha
Frontier orbital gap   0.2648 Eh
DFT total energy   -1821.9422 hartree
LUMO energy   -4.244 eV

Structure (ORCA input):
```
! RIJCOSX wB97M-V def2-TZVPD def2/J DEFGRID3
* xyz 1 1
C -0.54 3.72 -0.84
C -2.02 3.87 -1.29
C -3.07 3.38 -0.28
N -3.35 1.92 -0.31
C -2.31 1.11 0.14
C -1.62 1.41 1.35
C -0.55 0.59 1.76
P 0.45 0.95 3.34
O 1.83 1.68 2.77
O -0.31 2.20 4.12
C -0.20 -0.49 0.97
O 0.84 -1.31 1.27
C 2.08 -0.89 0.70
O 3.10 -1.04 1.30
C 2.11 -0.28 -0.69
C 2.56 1.01 -0.90
C 2.61 1.58 -2.16
C 2.20 0.82 -3.25
C 1.76 -0.48 -3.07
C 1.71 -1.04 -1.80
N -0.88 -0.73 -0.15
C -1.89 0.02 -0.58
F -2.47 -0.29 -1.72
H -0.25 2.66 -1.02
H -0.41 3.86 0.25
H 0.16 4.33 -1.41
H -2.13 3.44 -2.29
H -2.19 4.95 -1.42
H -4.02 3.87 -0.54
H -2.85 3.73 0.74
H -3.60 1.62 -1.25
H -1.94 2.27 1.93
H 1.65 2.63 2.76
H -1.26 2.23 3.91
H 2.88 1.56 -0.01
H 2.96 2.61 -2.26
H 2.25 1.29 -4.23
H 1.46 -1.10 -3.91
H 1.36 -2.07 -1.67
H -0.58 -1.52 -0.73
C 1.84 -2.31 7.03
C 2.02 -1.78 5.61
C 3.41 -2.07 5.09
O 1.78 -0.37 5.59
H 2.54 -1.83 7.71
H 0.83 -2.09 7.39
H 1.99 -3.39 7.07
H 1.27 -2.24 4.95
H 4.17 -1.58 5.71
H 3.53 -1.68 4.07
H 3.61 -3.14 5.07
H 2.43 0.05 6.17
C -2.84 -2.18 -6.05
C -1.58 -2.44 -5.24
C -1.72 -3.68 -4.38
O -1.29 -1.31 -4.42
H -3.69 -2.00 -5.39
H -2.72 -1.28 -6.66
H -3.07 -3.02 -6.70
H -0.73 -2.56 -5.92
H -2.54 -3.56 -3.66
H -0.81 -3.85 -3.80
H -1.92 -4.57 -4.98
H -2.03 -1.19 -3.82
*
```


(2)
This record from OMol25 describes a molecular structure, C21H33MnN2OSb2SeSi at a distorted geometry. The level of theory is the ωB97M-V functional and the def2-TZVPD basis.

Output
HOMO energy (alpha / beta)   -0.50655 / -0.50732 Ha
Relative energy (zero: lowest compared OMol25 entry of this formula, charge and spin)   8.22 kcal/mol
Frontier orbital gap (alpha / beta)   0.1967 / 0.2218 Eh
DFT total energy   -5326.6234 hartree
LUMO energy (alpha / beta)   -8.431 / -7.770 eV

Structure (ORCA input):
```
! RIJCOSX wB97M-V def2-TZVPD def2/J DEFGRID3
* xyz 2 5
Mn -0.82 -0.15 -0.79
C 0.29 -2.24 2.48
Sb -0.55 -0.35 1.86
C -1.45 0.21 3.73
C 1.22 1.01 2.12
C 2.45 0.24 2.28
C 2.74 -0.32 3.54
C 3.87 -1.08 3.75
C 4.75 -1.32 2.70
C 4.49 -0.78 1.45
C 3.37 0.02 1.22
C 3.22 0.67 -0.09
Sb 1.74 -0.33 -1.41
C 2.46 -2.35 -1.17
C 2.79 0.18 -3.22
H 0.73 -2.13 3.47
H 1.06 -2.58 1.78
H -0.50 -2.98 2.53
H -0.70 0.11 4.52
H -2.28 -0.45 3.95
H -1.80 1.24 3.70
H 0.97 1.56 3.02
H 1.20 1.66 1.26
H 2.07 -0.11 4.36
H 4.08 -1.47 4.73
H 5.64 -1.90 2.87
H 5.20 -0.95 0.65
H 4.14 0.61 -0.66
H 2.89 1.71 -0.03
H 3.54 -2.37 -1.28
H 2.02 -2.98 -1.94
H 2.19 -2.73 -0.19
H 3.79 -0.22 -3.15
H 2.83 1.26 -3.31
H 2.28 -0.24 -4.09
Se -0.89 -3.73 -0.85
N -1.21 -1.96 -1.20
C -2.31 -1.91 -2.00
C -2.87 -0.73 -2.53
C -4.00 -0.84 -3.30
C -4.59 -2.10 -3.57
C -4.05 -3.26 -3.09
C -2.89 -3.19 -2.30
N -2.25 -4.23 -1.77
H -2.40 0.25 -2.36
H -4.46 0.05 -3.70
H -5.48 -2.13 -4.17
H -4.47 -4.23 -3.30
C -0.53 4.42 -0.91
Si -1.77 3.03 -0.53
C -3.27 3.05 -1.73
C -2.37 3.03 1.29
O -1.02 1.59 -0.71
H -0.99 5.38 -0.71
H -0.23 4.41 -1.95
H 0.36 4.35 -0.30
H -3.78 4.01 -1.65
H -4.00 2.28 -1.49
H -2.97 2.93 -2.77
H -3.00 3.89 1.47
H -1.53 3.09 1.98
H -2.95 2.14 1.52
*
```


(3)
This record from OMol25 describes a molecular structure, C21H33N6OPS3SiSr at a distorted geometry. The level of theory is the ωB97M-V functional and the def2-TZVPD basis.

Output
HOMO energy (alpha / beta)   -0.03091 / -0.03978 Ha
Relative energy (zero: lowest compared OMol25 entry of this formula, charge and spin)   312.40 kcal/mol
Frontier orbital gap (alpha / beta)   0.1845 / 0.1932 Eh
DFT total energy   -3079.6856 hartree
LUMO energy (alpha / beta)   4.179 / 4.175 eV

Structure (ORCA input):
```
! RIJCOSX wB97M-V def2-TZVPD def2/J DEFGRID3
* xyz -2 1
Sr -0.16 -0.16 -0.11
C 2.10 -0.89 3.63
C 0.87 -0.51 4.40
N 0.74 0.71 4.96
N 1.39 1.64 4.25
C 1.47 2.28 3.27
N 1.75 3.08 2.27
S 1.23 1.93 -0.62
C -0.27 -1.35 4.37
C -0.21 -2.57 3.52
C -1.50 -3.33 3.23
C -2.56 -2.27 3.03
C -2.45 -1.08 3.74
N -1.48 -0.74 4.59
H 1.88 -1.61 2.85
H 2.82 -1.38 4.30
H 2.58 -0.04 3.16
H 1.00 3.73 2.01
H 1.91 2.51 1.39
H 0.71 -3.13 3.42
H -1.82 -3.86 4.16
H -3.45 -2.51 2.47
H -3.18 -0.30 3.52
S -1.54 0.91 -2.30
C -0.59 1.03 -3.73
C -1.17 1.70 -4.86
N -1.64 2.25 -5.76
C 0.68 0.51 -3.83
S 1.41 -0.39 -2.55
C 1.41 0.66 -5.05
N 2.02 0.78 -6.03
C 0.55 -2.27 0.41
Si -0.75 -1.46 1.88
C -1.44 -4.48 2.24
C -1.98 -1.53 0.23
O -0.38 0.11 1.95
H 0.09 -2.79 -0.44
H 0.77 -3.17 1.04
H 1.61 -2.10 0.16
H -1.27 -4.19 1.20
H -2.40 -5.01 2.26
H -0.64 -5.17 2.52
H -1.50 -1.69 -0.74
H -2.88 -0.91 0.33
H -2.41 -2.55 0.30
C 1.59 5.53 -3.47
C 2.00 5.10 -2.06
P 0.74 5.32 -0.72
C -0.83 4.68 -1.49
C -1.74 4.01 -0.47
C 0.43 7.15 -0.90
C -0.57 7.66 0.13
H 2.36 5.24 -4.19
H 1.44 6.61 -3.55
H 0.67 5.02 -3.78
H 2.88 5.66 -1.73
H 2.20 4.03 -2.02
H -0.53 3.92 -2.21
H -1.34 5.50 -1.99
H -1.25 3.12 -0.06
H -2.65 3.65 -0.96
H -2.01 4.70 0.34
H 0.07 7.37 -1.91
H 1.40 7.66 -0.77
H -1.52 7.13 0.03
H -0.77 8.73 0.03
H -0.21 7.48 1.15
*
```


(4)
This record from OMol25 describes a molecular structure, C21H34Cl2MoOP3 at a distorted geometry. The level of theory is the ωB97M-V functional and the def2-TZVPD basis.

Output
HOMO energy (alpha / beta)   -0.61589 / -0.61596 Ha
Frontier orbital gap (alpha / beta)   0.1651 / 0.1918 Eh
DFT total energy   -2907.4386 hartree
LUMO energy (alpha / beta)   -12.268 / -11.542 eV

Structure (ORCA input):
```
! RIJCOSX wB97M-V def2-TZVPD def2/J DEFGRID3
* xyz 3 3
C -2.27 -1.21 -3.90
C -2.30 -0.16 -2.97
H -2.92 -0.95 -4.76
H -2.62 -2.15 -3.41
H -1.23 -1.34 -4.26
O -2.25 0.78 -2.29
Cl -0.05 -2.83 -1.77
Mo 0.47 -1.34 -0.07
P -1.72 -1.04 0.75
C -2.55 0.36 1.56
C -3.13 -1.75 -0.16
H -4.04 -1.61 0.44
H -2.59 -2.56 2.41
H -2.95 -2.82 -0.33
H -0.91 -3.05 1.95
H -2.44 1.25 0.94
H -3.24 -1.25 -1.13
C -1.57 -2.21 2.18
H -3.62 0.15 1.68
H -1.18 -1.67 3.06
H -2.13 0.57 2.54
P 1.36 0.41 -1.51
C 1.45 2.22 -1.28
C 3.12 -0.01 -1.12
H 1.55 -0.67 -3.67
H 1.93 1.09 -3.77
H 0.23 0.55 -3.65
C 1.26 0.33 -3.33
H 3.26 -1.09 -0.96
H 3.74 0.34 -1.96
H 1.86 2.70 -2.18
H 2.09 2.47 -0.43
H 3.43 0.53 -0.22
H 0.45 2.61 -1.09
Cl 1.73 -3.29 0.65
C 2.56 -1.40 2.69
P 1.39 -0.19 1.95
C 0.50 0.22 3.51
C 0.46 -0.71 4.55
C -0.23 -0.42 5.74
C -0.83 0.83 5.93
C -0.77 1.76 4.90
C -0.19 1.43 3.66
C 2.54 1.27 2.03
C 2.05 2.58 1.95
C 2.90 3.67 2.17
C 4.28 3.49 2.27
C 4.78 2.18 2.21
C 3.92 1.08 2.12
H 2.02 -2.33 2.92
H 3.01 -0.97 3.59
H 3.34 -1.65 1.96
H 0.93 -1.68 4.44
H -0.25 -1.17 6.52
H -1.29 1.08 6.90
H -1.16 2.77 5.04
H -0.33 2.09 2.81
H 1.00 2.75 1.68
H 2.47 4.66 2.28
H 4.95 4.33 2.43
H 5.84 1.99 2.29
H 4.35 0.08 2.10
*
```